[1]
Density functional theory data (ωB97M-V/def2-TZVPD) for a 2-piece molecular cluster, C5H9N2 overall in a non-equilibrium geometry.

```
! wB97M-V def2-TZVPD RIJCOSX def2/J DEFGRID3
* xyz 1 1
C 1.73902 -1.81844 0.30593
C 0.75379 -1.81971 -0.53200
C 1.60213 1.68138 0.32669
C 0.51181 1.72760 -0.66627
C -2.36771 -0.27657 0.36227
N 1.11132 0.55667 0.00186
N 0.82175 -0.67966 0.36983
H 2.62223 -2.13519 0.80390
H 0.13319 -2.17280 -1.31974
H 2.31789 2.15594 0.96007
H -1.65733 0.09181 1.09275
H -0.48132 2.03348 -0.35729
H 0.73984 1.86477 -1.71805
H -2.08662 0.02526 -0.63915
H -2.41267 -1.35670 0.41977
H -3.34730 0.12220 0.58942
*
```

Highest occupied orbital energy (spin up / spin down): -0.504 / -0.504 Eh
Gap between HOMO and LUMO (spin up / spin down): 0.33337 / 0.33334 hartree
F_max: 0.0516 Eh/bohr
Relative energy (zero: lowest compared OMol25 entry of this formula, charge and spin): 200.3 kcal per mole

Mulliken atomic charge list, values in e, 4 entries: C -0.218; C -0.130; C 0.099; C -0.530

=====

[2]
Density functional theory data (ωB97M-V/def2-TZVPD) for C38H51BBrN8NiO2 as an isolated structure.

```
! wB97M-V def2-TZVPD RIJCOSX def2/J DEFGRID3
* xyz 1 3
Ni 0.39105 -0.41881 0.02014
C 2.10348 -3.83757 3.72160
C 1.49368 -2.53713 3.32300
C 1.06688 -1.49441 4.11464
C 0.58755 -0.51142 3.23601
N 0.70531 -0.94666 1.98255
N 1.26868 -2.19463 2.04049
B 1.68404 -2.96340 0.75352
N 0.41915 -3.18722 -0.11282
N -0.53345 -2.21625 -0.18062
C -1.57918 -2.73598 -0.83837
C -1.27128 -4.04531 -1.21927
C 0.00119 -4.29652 -0.74279
C 0.80267 -5.54931 -0.84040
C -2.91309 -2.04037 -1.00368
C -3.09726 -0.95869 0.06271
C -3.03229 -1.43624 -2.40759
C -4.02675 -3.08172 -0.82497
N 2.70294 -2.09871 -0.01841
N 2.42267 -0.77687 -0.20084
C 3.44928 -0.24676 -0.87716
C 4.39327 -1.24559 -1.13035
C 3.88310 -2.40603 -0.58190
C 4.49567 -3.76449 -0.53700
C 3.57119 1.22855 -1.18546
C 4.98057 1.68619 -0.78776
C 2.54776 2.03242 -0.38339
C 3.37578 1.48814 -2.68459
C 0.05930 0.83711 3.65827
C 1.19859 1.61506 4.33199
C -0.45100 1.63831 2.46903
C -1.09019 0.63706 4.65323
H 2.14876 -3.90087 4.80628
H 3.11557 -3.93619 3.32825
H 1.51886 -4.67874 3.34922
H 1.10187 -1.45176 5.18995
H 2.17754 -4.01649 1.02791
H -1.90475 -4.74830 -1.73234
H 0.22711 -6.30772 -1.36584
H 1.06156 -5.93307 0.14624
H 1.73146 -5.38567 -1.38774
H -2.38543 -0.14514 -0.06065
H -2.97066 -1.37854 1.06238
H -4.09953 -0.53357 -0.01095
H -2.27603 -0.66968 -2.58364
H -4.01385 -0.97513 -2.53385
H -2.92029 -2.20923 -3.17013
H -3.96651 -3.55827 0.15428
H -3.97766 -3.85763 -1.58901
H -4.99861 -2.59321 -0.91100
H 5.34658 -1.14222 -1.62067
H 5.45955 -3.74254 -1.03999
H 3.86912 -4.50899 -1.02776
H 4.65131 -4.09080 0.49147
H 5.16735 1.50485 0.27172
H 5.08938 2.75489 -0.97969
H 5.74494 1.16398 -1.36359
H 2.63453 1.82063 0.68436
H 1.52801 1.81290 -0.70417
H 2.70740 3.10058 -0.53816
H 4.08637 0.90647 -3.27413
H 3.54139 2.54472 -2.90271
H 2.36411 1.23630 -3.00630
H 2.02537 1.76513 3.63459
H 1.58165 1.08088 5.20139
H 0.84259 2.59316 4.66101
H 0.34652 1.81270 1.74354
H -0.80395 2.61564 2.80201
H -1.28648 1.12079 1.99155
H -0.76365 0.08357 5.53331
H -1.91023 0.08473 4.18997
H -1.46947 1.60573 4.98513
C 0.97011 -1.26574 -3.04394
O 0.41457 -0.25763 -2.19202
C -0.29093 0.76018 -2.76569
C -0.42652 0.97384 -4.12085
C -1.20979 2.04362 -4.54765
Br -1.39827 2.34969 -6.40239
C -1.85227 2.87107 -3.65515
C -1.71246 2.64932 -2.28140
C -0.91971 1.59465 -1.84327
O -0.73678 1.30868 -0.52406
C -2.39297 3.44978 -1.26812
N -2.30656 3.15767 0.01177
C -3.08251 4.09241 0.68017
C -3.35659 4.24575 2.03765
C -4.17982 5.28874 2.40637
C -4.72667 6.16567 1.45568
C -4.46964 6.02223 0.10733
C -3.63986 4.96866 -0.25741
N -3.18079 4.52997 -1.48868
H 1.70087 -0.82765 -3.72388
H 0.17324 -1.76236 -3.59901
H 1.46524 -1.97544 -2.38674
H 0.04937 0.33337 -4.84815
H -2.46524 3.67924 -4.02900
H -1.34630 1.97629 0.01231
H -2.94295 3.56545 2.76968
H -4.41589 5.43837 3.45104
H -5.36713 6.97046 1.78929
H -4.89510 6.69520 -0.62480
H -3.38982 4.94191 -2.38112
*
```

<S²>: 2.00
Highest occupied orbital energy (spin up / spin down): -0.404 / -0.404 Eh
Gap between HOMO and LUMO (spin up / spin down): 0.31208 / 0.30190 hartree
F_max: 0.0099 Eh/bohr

Mulliken atomic charge list, values in e, 4 entries: Ni 0.128; C -1.509; C 0.339; C -1.059

=====

[3]
Density functional theory data (ωB97M-V/def2-TZVPD) for C13H30MnN4O7 as an isolated structure in a non-equilibrium geometry.

```
! wB97M-V def2-TZVPD RIJCOSX def2/J DEFGRID3
* xyz 1 5
O 1.85738 2.25332 -2.06363
H 2.71327 2.41597 -2.51060
Mn 0.38150 0.64963 -0.33142
N -0.39029 -1.16111 -0.86578
N -0.95934 1.15097 -1.65382
N 0.39414 -0.04180 1.55044
N 1.02493 2.18243 0.70953
O -0.26171 -2.30031 -0.23054
O -0.14769 -1.20095 1.98084
O 1.43076 3.35671 0.13681
O -1.39942 2.33032 -1.71522
C -1.42103 0.15509 -2.48099
C -1.09162 -1.15453 -2.02949
C 0.91204 0.74896 2.51890
C 1.29041 2.03047 2.02489
C -1.50592 -2.42683 -2.67638
H -2.29646 -2.91169 -2.08366
H -0.65074 -3.11298 -2.74324
H -1.89055 -2.23394 -3.68452
C -2.21964 0.49811 -3.68248
H -1.56649 0.88855 -4.47732
H -2.96401 1.26526 -3.43743
H -2.72710 -0.39123 -4.06417
C 1.05243 0.34403 3.94501
C 1.94213 3.07390 2.85723
H 0.87886 -0.72959 4.06317
H 0.32999 0.88571 4.57532
H 2.06374 0.57831 4.30920
H 2.21594 3.94220 2.24979
H 2.84978 2.67679 3.33356
H 1.27739 3.39860 3.66917
H -0.20964 -1.76989 1.06739
H 1.66083 3.04230 -0.84580
C 1.95472 0.52612 -1.41852
H 1.30922 -0.11135 -2.07268
H 2.40587 0.53221 -0.37034
H 2.91174 0.31906 -1.92208
O 1.77040 -4.02411 -1.44943
H 2.62334 -4.06070 -0.98408
H 1.20101 -3.46674 -0.85509
C -3.69710 3.27323 0.81050
C -2.42745 2.58560 1.25152
O -2.26478 1.26266 0.72950
C -3.32643 0.36054 1.05454
C -3.28767 -0.12864 2.48113
H -3.81839 3.17687 -0.27217
H -3.62856 4.33577 1.05770
H -4.57487 2.86468 1.32057
H -1.54997 3.13049 0.89543
H -2.36574 2.53264 2.35014
H -3.19681 -0.47638 0.36179
H -4.28908 0.84662 0.83450
H -3.42898 0.69039 3.19435
H -4.09722 -0.84956 2.63012
H -2.33831 -0.63183 2.68879
*
```

<S²>: 6.16
Highest occupied orbital energy (spin up / spin down): -0.440 / -0.422 Eh
Gap between HOMO and LUMO (spin up / spin down): 0.29055 / 0.23252 hartree
F_max: 0.1156 Eh/bohr
Relative energy (zero: lowest compared OMol25 entry of this formula, charge and spin): 45.1 kcal per mole

Mulliken atomic charge list, values in e, 4 entries: O -0.631; H 0.308; Mn -0.222; N 0.812

=====

[4]
Density functional theory data (ωB97M-V/def2-TZVPD) for a 2-piece molecular cluster, CHFNO3S overall in a non-equilibrium geometry.

```
! wB97M-V def2-TZVPD RIJCOSX def2/J DEFGRID3
* xyz -1 1
C 0.46912 0.04885 0.11724
N 1.55523 0.16235 -0.26770
O -1.29485 1.68587 1.17831
O -2.18341 -0.37936 0.13282
O -0.98790 1.31589 -1.19338
F 1.93072 -2.09965 0.15864
S -1.24426 0.69264 0.11490
H 1.75536 -1.42659 -0.24082
*
```

Highest occupied orbital energy: -0.224 Eh
Gap between HOMO and LUMO: 0.37369 hartree
F_max: 0.2627 Eh/bohr
Relative energy (zero: lowest compared OMol25 entry of this formula, charge and spin): 40.5 kcal per mole

Mulliken atomic charge list, values in e, 4 entries: C 0.170; N -0.511; O -0.603; O -0.575

=====

Question: The lowest F_max belongs to which entry?
Answer: C38H51BBrN8NiO2

=====

Repeat the first record exactly.
Density functional theory data (ωB97M-V/def2-TZVPD) for a 2-piece molecular cluster, C5H9N2 overall in a non-equilibrium geometry.

```
! wB97M-V def2-TZVPD RIJCOSX def2/J DEFGRID3
* xyz 1 1
C 1.73902 -1.81844 0.30593
C 0.75379 -1.81971 -0.53200
C 1.60213 1.68138 0.32669
C 0.51181 1.72760 -0.66627
C -2.36771 -0.27657 0.36227
N 1.11132 0.55667 0.00186
N 0.82175 -0.67966 0.36983
H 2.62223 -2.13519 0.80390
H 0.13319 -2.17280 -1.31974
H 2.31789 2.15594 0.96007
H -1.65733 0.09181 1.09275
H -0.48132 2.03348 -0.35729
H 0.73984 1.86477 -1.71805
H -2.08662 0.02526 -0.63915
H -2.41267 -1.35670 0.41977
H -3.34730 0.12220 0.58942
*
```

Highest occupied orbital energy (spin up / spin down): -0.504 / -0.504 Eh
Gap between HOMO and LUMO (spin up / spin down): 0.33337 / 0.33334 hartree
F_max: 0.0516 Eh/bohr
Relative energy (zero: lowest compared OMol25 entry of this formula, charge and spin): 200.3 kcal per mole

Mulliken atomic charge list, values in e, 4 entries: C -0.218; C -0.130; C 0.099; C -0.530

=====

Question: Which formula does entry 2 have?
Answer: C38H51BBrN8NiO2

=====

Question: Number 2 is which compound?
Answer: C38H51BBrN8NiO2